9
Properties=species:S:1:pos:R:3:forces:R:3 method="wB97M-V/def2-TZVPD" e_homo_ev="-27.62 / -26.64" orbital_gap_ev="8.33 / 4.96" max_force_ev_per_a=3.8 lumo_energy_ha="-0.7088 / -0.7969" multiplicity=3 charge=+4
O 2.89788 -0.47225 -0.64808 0.10 -0.43 -1.05
C 2.28673 -1.45836 -0.80797 -0.01 -1.84 2.97
H 2.48694 -2.60400 -0.52086 2.15 0.60 -1.59
C 0.83603 -1.78425 -0.39530 -3.03 2.24 0.08
H 0.19193 -1.86324 -1.29299 0.03 0.04 -0.58
H 0.63401 -2.75951 0.08454 0.36 0.13 0.62
C 0.15314 -0.57846 0.37285 0.52 -0.13 -0.58
Tm -1.34866 2.79527 1.96196 -0.75 1.41 0.73
O -0.24411 0.38746 0.79176 0.63 -2.01 -0.60

27
Properties=species:S:1:pos:R:3:forces:R:3 method="wB97M-V/def2-TZVPD" e_homo_ev=-8.94 orbital_gap_ev=8.38 max_force_ev_per_a=4.6 lumo_energy_ha=-0.0208
N -0.70684 -3.97166 0.46871 0.12 -4.34 -1.53
C -0.64213 -2.72472 0.78440 0.15 0.92 4.38
O -1.03247 -2.53356 1.92393 -1.01 2.74 1.23
C 0.12325 -1.74565 0.03367 -2.20 0.74 0.21
C -0.14356 -0.37354 0.20923 1.38 -0.45 -1.53
C 0.59113 0.55754 -0.58915 -1.60 -0.98 2.92
N 0.52323 1.94703 -0.26387 1.15 -0.79 -0.04
C 0.13272 2.19946 1.12533 0.23 2.61 -0.11
C -0.75457 2.52760 -0.12096 0.00 2.17 1.91
C 1.56592 0.10358 -1.44024 0.20 0.34 -0.51
N 2.38846 1.01539 -2.06557 -0.06 0.20 1.22
O 2.46299 0.76881 -3.40082 0.71 -0.12 -2.40
C 1.70604 -1.25461 -1.66833 0.43 -0.57 0.09
C 0.97333 -2.16465 -0.92908 2.48 1.68 -2.08
N 1.60748 -3.46172 -1.11379 -0.33 -2.24 1.56
O 1.32134 -4.15889 -2.07107 0.10 0.69 -0.18
O 2.34512 -3.82944 -0.20328 -0.22 0.55 -0.69
H -0.04113 -4.20647 -0.23572 -0.45 -1.49 -0.25
H -0.88431 -4.60780 1.30598 0.45 1.22 -1.99
H -0.83971 -0.06492 0.98809 0.06 -0.42 -0.48
H -0.18466 1.37343 1.74949 0.11 0.21 -0.17
H 0.74758 2.99413 1.72357 -1.29 -1.38 -1.54
H -1.64234 1.95091 -0.19244 -0.55 -0.81 -0.23
H -0.91099 3.58634 -0.45935 0.48 -1.11 0.34
H 2.24705 1.99774 -1.80436 -0.40 -0.58 -0.51
H 1.61070 0.46024 -3.78154 0.23 0.49 0.69
H 2.52931 -1.69545 -2.22847 -0.16 0.71 -0.30

8
Properties=species:S:1:pos:R:3:forces:R:3 method="wB97M-V/def2-TZVPD" e_homo_ev="-1.22 / -6.41" orbital_gap_ev="4.90 / 7.16" max_force_ev_per_a=10.3 lumo_energy_ha="0.1350 / 0.0272" multiplicity=3 charge=-1
N 0.34936 0.27052 1.29024 6.35 5.21 -6.26
N -0.39446 -0.32867 1.85486 -3.05 -5.08 7.57
O 1.02788 1.40494 -0.83345 2.02 1.68 -0.95
O -1.36885 -0.73876 2.40688 -3.30 -0.83 -0.20
O -1.21867 0.59777 -0.79673 0.51 -1.82 -0.75
O 0.80307 -0.96293 -0.32364 0.66 -3.18 1.14
S 0.20136 0.26742 -0.82577 -2.89 4.25 0.25
Cl 0.60032 -0.51029 -2.77240 -0.30 -0.24 -0.80

169
Properties=species:S:1:pos:R:3:forces:R:3 method="wB97M-V/def2-TZVPD" e_homo_ev="-10.58 / -10.58" orbital_gap_ev="8.50 / 6.03" max_force_ev_per_a=3.3 lumo_energy_ha="-0.0765 / -0.1670" multiplicity=3 charge=+1
Pd 1.08355 3.79590 0.34003 -0.63 -1.64 -0.68
C -0.54304 0.84637 -0.17909 0.10 0.91 2.05
O 0.65292 0.55127 0.53729 0.46 -2.17 0.08
O -0.41392 2.22087 -0.41232 -0.65 -1.21 -1.15
C -0.86440 -0.24015 -1.33660 1.79 1.95 1.03
F 0.25568 -0.47342 -1.95314 2.91 -1.26 -0.87
F -1.35725 -1.42662 -0.93975 -0.27 0.65 0.55
F -1.60157 0.26013 -2.27394 -2.65 0.89 -1.05
C 0.72654 -0.67070 1.35309 -0.21 0.70 -0.02
C 2.02266 -0.70885 2.12055 0.40 0.09 0.03
H 1.93101 -1.29956 3.03200 -0.28 0.10 0.09
H 2.79682 -1.23094 1.55823 0.25 0.44 -0.18
H 2.32355 0.30089 2.39988 0.28 -0.11 0.14
H 0.72977 -1.59519 0.77568 -0.75 0.12 -0.36
H -0.08408 -0.61058 2.07931 -0.39 -0.32 -0.21
H -1.37072 0.65506 0.50389 -0.50 0.07 0.49
C 0.56559 -0.30424 -5.58351 0.62 0.61 0.93
C 1.06347 1.08749 -5.15186 -1.26 1.42 -0.12
C 2.47344 1.46492 -5.51472 1.04 0.06 0.33
O 2.83003 2.87277 -5.24882 -0.71 -0.85 0.04
C 4.20417 3.08890 -5.49568 0.95 -0.67 0.24
N 0.14060 2.03594 -5.74747 -0.62 0.79 -0.77
H 0.55622 -0.34967 -6.67253 0.36 -0.32 0.00
H -0.46713 -0.44004 -5.26233 0.02 0.18 0.13
H 1.16362 -1.06921 -5.08825 0.04 -0.27 -0.47
H 0.91443 1.33180 -4.10009 0.29 -0.92 0.44
H 2.64116 1.25917 -6.57190 0.24 -0.03 -0.13
H 3.10514 0.83930 -4.88411 0.58 -0.12 -0.19
H 4.48643 2.71322 -6.47919 0.02 0.31 -0.19
H 4.85785 2.58126 -4.78639 -0.20 -0.96 0.29
H 4.61021 4.08237 -5.30526 -1.17 0.62 -0.57
H -0.00173 1.81935 -6.72365 -0.12 -0.23 -0.31
H 0.56796 2.95030 -5.78510 0.08 0.35 0.24
C 3.49921 0.14217 5.72347 1.40 0.61 -1.04
C 4.79824 -0.32818 4.93282 -1.43 0.10 1.24
C 5.72958 0.87246 4.37334 -1.42 -2.04 0.33
O 5.06976 1.39148 3.22333 -1.31 0.37 -0.20
C 5.71157 2.55742 2.73216 1.10 -0.72 1.24
N 5.49014 -1.22113 5.87240 1.40 0.66 -0.84
H 3.79435 0.49455 6.71181 -0.14 0.02 0.02
H 2.76637 -0.66100 5.80069 0.21 -0.14 0.05
H 3.04010 0.95132 5.15548 -0.15 0.16 0.12
H 4.34002 -0.90543 4.12976 0.54 0.18 -0.79
H 6.70921 0.56627 4.00633 0.22 -0.58 0.40
H 5.88985 1.54545 5.21566 -0.23 0.59 -0.18
H 5.47277 2.87046 1.71575 -0.53 -0.37 0.08
H 6.75837 2.25415 2.75035 0.51 0.74 -0.34
H 5.56415 3.36031 3.45448 0.03 0.36 -0.22
H 4.95284 -1.91583 6.37120 -0.58 0.32 -0.21
H 6.18993 -1.72429 5.34588 0.29 -0.21 0.20
C -2.55121 6.05339 1.32186 -0.22 0.40 0.60
C -1.10040 5.59839 1.44938 -1.36 -0.06 0.90
C -1.09964 4.24536 2.29412 -0.21 2.51 -1.37
O 0.22022 3.75996 2.31085 0.36 0.50 0.77
C 0.33760 2.69507 3.22113 -0.20 -1.62 -0.03
N -0.59326 5.40476 0.10730 0.30 -1.10 -0.19
H -3.18015 5.38698 0.73157 0.15 -0.32 0.30
H -2.64659 7.00845 0.80528 0.28 0.20 0.13
H -2.92836 6.18289 2.33631 -0.48 0.02 -0.12
H -0.55772 6.46595 1.82481 0.34 -0.57 1.00
H -1.79000 3.55684 1.80685 0.12 -0.32 -0.27
H -1.50064 4.42795 3.29110 0.35 0.10 0.18
H -0.35366 1.92054 2.88891 -0.27 -0.20 0.17
H 0.07637 2.98295 4.23946 0.19 0.24 -0.04
H 1.30911 2.20359 3.16896 0.21 0.61 0.03
H -0.59819 6.31663 -0.32695 0.69 0.28 -0.21
H -1.41827 5.00244 -0.31415 -0.04 -1.03 -1.24
C 0.24428 -5.48453 2.14146 -0.51 0.79 0.98
C -1.18621 -5.54335 1.49040 1.62 0.16 0.72
C -1.87218 -4.13593 1.26066 1.32 -0.48 0.96
O -2.12265 -3.42834 2.47397 -0.71 0.61 0.11
C -2.81548 -2.19303 2.18637 0.14 -0.47 0.23
N -0.97696 -6.22633 0.20526 -1.19 0.47 0.22
H 0.27387 -5.23000 3.20091 -0.45 0.96 0.12
H 0.89013 -4.80231 1.58867 0.13 0.01 0.02
H 0.74919 -6.43998 2.28387 -0.28 -0.49 -1.06
H -1.74566 -6.13906 2.21168 -0.66 -0.07 -0.41
H -2.80508 -4.20099 0.70070 0.13 -0.26 -0.34
H -1.13658 -3.46156 0.82224 0.08 -0.33 -1.19
H -3.79727 -2.41033 1.76570 -0.18 -0.03 0.12
H -2.31236 -1.54120 1.47216 0.49 -0.30 -0.33
H -2.90595 -1.58326 3.08532 -0.09 -0.49 0.27
H -0.54875 -5.55354 -0.41448 0.06 -0.09 -0.37
H -0.27315 -6.94178 0.31873 -0.09 -0.21 0.10
C -5.37071 4.03040 -1.11284 0.27 -0.32 0.10
C -4.14682 3.28861 -0.58740 -0.19 0.29 -0.56
C -4.22901 1.76713 -0.69853 0.83 1.02 1.44
O -5.10641 1.19511 0.21080 -0.64 0.10 -0.16
C -5.09714 -0.18668 0.01101 -1.44 -0.46 0.81
N -2.96245 3.68215 -1.35328 -0.26 0.21 -0.01
H -6.25232 3.57171 -0.66509 -0.17 0.31 -0.04
H -5.44415 3.98502 -2.19942 -0.02 -0.17 -0.08
H -5.27019 5.08202 -0.84433 -0.29 0.02 0.04
H -4.02379 3.67767 0.42334 0.07 -0.82 0.43
H -3.27779 1.38580 -0.32724 0.77 0.04 -0.72
H -4.38132 1.47482 -1.73751 -0.24 -0.14 -0.22
H -4.11714 -0.66330 -0.01169 0.35 0.27 -0.12
H -5.66449 -0.42398 -0.88894 0.14 -0.27 -0.25
H -5.64519 -0.57796 0.86812 0.00 -0.35 -0.09
H -2.22706 3.02747 -1.12814 0.65 -0.12 0.23
H -3.21202 3.42181 -2.29670 0.29 0.50 -0.79
C 3.32363 -3.89452 -0.44726 0.31 0.48 0.71
C 2.25721 -4.76404 -1.06392 0.74 1.92 0.19
C 1.08227 -3.88665 -1.58613 -0.38 -2.09 0.15
O 0.12005 -4.85788 -2.07399 -0.40 0.59 -0.38
C -1.18800 -4.34923 -2.42857 0.71 0.58 0.82
N 2.95916 -5.50388 -2.07346 -1.09 -1.29 -0.90
H 3.05517 -3.34594 0.45556 -0.46 0.08 0.01
H 3.66383 -3.16917 -1.18634 0.32 0.03 0.00
H 4.12991 -4.55109 -0.12028 0.26 0.12 -0.30
H 1.92708 -5.41331 -0.25303 -0.48 -0.31 -0.38
H 1.37910 -3.21232 -2.38941 0.15 0.15 -0.02
H 0.64594 -3.34340 -0.74792 -0.11 0.30 0.07
H -1.16947 -3.79069 -3.36440 0.02 -0.26 -0.25
H -1.50802 -3.64455 -1.66102 0.00 0.14 0.11
H -1.94154 -5.13628 -2.39965 0.48 -0.28 -0.36
H 2.25767 -5.77737 -2.74667 0.08 -0.57 -0.30
H 3.68919 -5.05010 -2.60378 0.00 0.58 0.42
C 0.23776 -2.73328 4.93111 -0.27 0.91 1.19
C -0.75034 -3.69529 5.69811 1.22 -0.02 -2.78
C -0.35947 -3.86309 7.18499 0.18 -1.30 -0.66
O 0.96799 -4.47468 7.32279 -0.24 -0.24 -0.19
C 1.14986 -5.94525 7.10164 -0.20 2.24 -0.25
N -2.14535 -3.32014 5.36631 -0.04 -0.28 1.55
H 1.24565 -3.08399 4.70915 -0.06 -0.51 0.49
H 0.31958 -1.87546 5.59860 0.44 0.29 0.14
H -0.07527 -2.25796 4.00149 -0.84 -0.64 -0.15
H -0.61015 -4.63551 5.16480 0.39 -0.66 0.51
H -1.07965 -4.48527 7.71634 -0.27 -0.25 -0.16
H -0.41403 -2.90453 7.70100 0.70 0.07 -0.02
H 2.11843 -6.09398 6.62426 0.03 0.43 -0.18
H 0.39374 -6.26643 6.38525 -0.16 -0.50 0.49
H 1.25488 -6.46738 8.05266 -0.82 -0.02 0.01
H -2.65162 -4.10569 5.74933 -0.74 0.08 0.76
H -2.33935 -3.52274 4.39605 0.73 0.39 -0.53
C 4.36492 0.98673 -0.81008 0.05 0.69 -1.93
C 3.63588 2.33493 -0.75814 -0.56 0.56 0.26
C 2.68396 2.64305 -1.97299 0.40 -1.31 0.30
O 1.74810 3.68552 -1.69765 1.03 0.72 0.74
C 0.87768 4.01428 -2.76051 -0.47 -1.33 -1.67
N 2.83616 2.22781 0.48853 -0.28 0.81 -0.02
H 4.85911 0.69683 0.11720 -0.31 0.13 0.08
H 5.11642 0.97956 -1.59957 0.15 -0.05 -0.03
H 3.59070 0.29213 -1.13597 0.14 -0.54 0.38
H 4.28149 3.20335 -0.62720 0.31 -0.10 -0.01
H 2.17171 1.70034 -2.16533 -0.66 -0.09 0.06
H 3.18156 2.85098 -2.92022 0.41 0.32 0.23
H 0.37993 3.09870 -3.07993 -0.47 -0.14 0.30
H 1.43059 4.25441 -3.66865 0.35 0.65 0.25
H 0.09286 4.73853 -2.54232 0.54 0.06 0.55
H 3.52146 2.08758 1.21707 0.27 0.85 0.67
H 2.44857 1.29600 0.52852 -1.06 -0.06 -0.58
C -3.22457 1.25166 -6.62557 -0.33 -0.14 -0.82
C -3.83047 2.20812 -5.59296 0.07 -1.79 0.24
C -4.99314 1.53393 -4.78892 1.40 1.51 0.03
O -6.04511 1.06333 -5.54759 0.14 0.25 -0.67
C -7.11458 0.58686 -4.78358 -0.31 -1.08 -0.32
N -2.80288 2.60540 -4.65773 0.78 0.57 1.02
H -2.21386 1.53354 -6.92071 -0.23 0.73 -0.34
H -3.89179 1.20535 -7.48624 0.22 -0.06 -0.25
H -3.01790 0.21803 -6.34806 -0.64 -0.14 0.80
H -4.10381 3.15417 -6.06025 -0.63 -0.31 -0.32
H -5.27489 2.31088 -4.07822 -0.59 0.19 0.27
H -4.55268 0.74304 -4.18180 0.22 -0.47 0.03
H -6.77460 0.00669 -3.92572 0.18 0.33 0.48
H -7.60510 -0.17913 -5.38419 -0.30 0.26 -0.23
H -7.83796 1.35502 -4.51020 0.13 0.14 0.17
H -2.59093 1.95719 -3.91274 -0.61 -0.59 0.21
H -1.92453 2.55360 -5.15362 0.37 0.48 -0.16

What did the third record say?
8
Properties=species:S:1:pos:R:3:forces:R:3 method="wB97M-V/def2-TZVPD" e_homo_ev="-1.22 / -6.41" orbital_gap_ev="4.90 / 7.16" max_force_ev_per_a=10.3 lumo_energy_ha="0.1350 / 0.0272" multiplicity=3 charge=-1
N 0.34936 0.27052 1.29024 6.35 5.21 -6.26
N -0.39446 -0.32867 1.85486 -3.05 -5.08 7.57
O 1.02788 1.40494 -0.83345 2.02 1.68 -0.95
O -1.36885 -0.73876 2.40688 -3.30 -0.83 -0.20
O -1.21867 0.59777 -0.79673 0.51 -1.82 -0.75
O 0.80307 -0.96293 -0.32364 0.66 -3.18 1.14
S 0.20136 0.26742 -0.82577 -2.89 4.25 0.25
Cl 0.60032 -0.51029 -2.77240 -0.30 -0.24 -0.80